*1*
Formula: C3H7OPS2
Source: OMol25
Level of theory: the ωB97M-V functional and the def2-TZVPD basis

```
! wB97M-V def2-TZVPD RIJCOSX def2/J DEFGRID3
* xyz 0 1
H -1.93 -0.18 -1.40
H 1.39 -1.66 -0.27
S 1.70 1.62 1.01
C -2.73 0.16 -0.59
P 0.25 1.51 -0.57
H 0.77 -0.35 1.65
O 0.64 0.02 -1.09
H -3.31 0.99 -0.86
H -3.41 -0.69 -0.19
C 1.69 -0.23 1.07
S -1.79 0.60 0.83
H 2.45 -0.44 1.69
C 1.65 -0.73 -0.39
H 2.63 -0.65 -0.89
*
```

Results
M: 154.2 g/mol
SMILES: CSP1OCCS1
LUMO: -0.034 eV


*2*
Formula: C3H7OPS2
Source: OMol25
Level of theory: the ωB97M-V functional and the def2-TZVPD basis

```
! wB97M-V def2-TZVPD RIJCOSX def2/J DEFGRID3
* xyz 0 1
H -1.27 -1.90 0.92
H -0.94 1.72 1.09
H 0.06 -2.87 0.24
C -0.30 2.18 0.32
C -0.56 -1.06 -0.95
H -0.72 2.36 -0.63
S 0.74 -0.94 1.55
H 0.27 3.02 0.56
S 1.06 -0.46 -1.64
O 2.73 1.07 0.33
H -1.09 -0.21 -0.71
C -0.26 -1.76 0.37
P 1.39 0.54 0.16
H -1.10 -1.72 -1.61
*
```

Results
M: 154.2 g/mol
LUMO: 0.124 eV


Most stable: *2*. Least stable: *1*.


*1*
Formula: C3H10N2
Source: OMol25
Level of theory: the ωB97M-V functional and the def2-TZVPD basis

```
! wB97M-V def2-TZVPD RIJCOSX def2/J DEFGRID3
* xyz 0 1
H -2.77 -0.25 -1.13
H -1.69 3.43 -0.56
H -1.81 0.94 -1.94
C 3.20 -2.92 0.01
H 3.52 -3.95 0.05
N 3.36 -2.12 1.04
H -1.16 -0.06 -0.58
C -2.50 1.54 0.06
N -1.43 2.61 0.03
H -3.51 2.03 -0.02
H -1.44 3.03 1.02
H 2.97 -2.80 -1.00
H 3.03 -1.23 1.13
H -2.75 0.95 1.04
C -2.02 0.46 -0.99
*
```

Results
M: 74.1 g/mol
SMILES: C=N.CCN
LUMO: 0.999 eV


*2*
Formula: C3H10N2
Source: OMol25
Level of theory: the ωB97M-V functional and the def2-TZVPD basis

```
! wB97M-V def2-TZVPD RIJCOSX def2/J DEFGRID3
* xyz 0 1
H 0.81 0.12 1.62
H 0.38 -1.67 -2.07
H 1.20 -2.96 -0.87
N -1.20 3.52 -0.06
H 1.27 -0.10 -0.66
H -0.35 4.05 0.04
H -2.35 1.90 -0.20
H -0.56 -0.72 1.09
C 0.62 -2.00 -1.04
H -0.63 1.48 0.15
C 0.55 -0.82 1.16
N 1.14 -0.97 -0.18
H 0.81 -1.72 1.73
H -0.33 -2.39 -0.68
C -1.34 2.28 -0.03
*
```

Results
M: 74.1 g/mol
SMILES: C=N.CNC
LUMO: 0.957 eV


*3*
Formula: C3H10N2
Source: OMol25
Level of theory: the ωB97M-V functional and the def2-TZVPD basis

```
! wB97M-V def2-TZVPD RIJCOSX def2/J DEFGRID3
* xyz 0 1
H -1.14 1.42 -0.50
H 1.28 1.37 0.74
H -1.17 0.90 1.19
N 2.41 -0.40 -0.03
C 1.24 0.50 -0.05
N -2.56 -0.19 -0.07
H 1.33 1.06 -1.02
C 0.00 -0.38 -0.03
H -2.93 -0.94 0.60
H 3.30 0.06 -0.52
H 2.71 -0.63 0.98
H -2.66 -0.53 -1.07
H 0.01 -1.22 0.80
H 0.17 -0.88 -0.95
C -1.21 0.46 0.15
*
```

Results
M: 74.1 g/mol
SMILES: NCCCN
LUMO: 1.110 eV


*4*
Formula: C3H10N2
Source: OMol25
Level of theory: the ωB97M-V functional and the def2-TZVPD basis

```
! wB97M-V def2-TZVPD RIJCOSX def2/J DEFGRID3
* xyz 0 1
H 0.74 1.48 0.34
H -0.32 -1.36 -3.14
H 0.29 -0.01 -0.64
C 0.09 -1.35 -2.11
H -0.57 -3.13 -1.71
N 0.29 -0.11 -1.64
H 1.41 0.27 1.39
N 0.09 -2.42 -1.41
C -0.69 0.80 1.89
H -1.43 0.73 1.09
H -0.74 -0.18 2.38
H 1.19 1.88 1.95
H -1.07 1.63 2.49
H 0.03 0.66 -2.24
C 0.69 1.10 1.36
*
```

Results
M: 74.1 g/mol
SMILES: [H]/N=C/N.CC
LUMO: 0.999 eV


Most stable: *4*. Least stable: *1*.


*1*
Formula: C5H6N2S
Source: OMol25
Level of theory: the ωB97M-V functional and the def2-TZVPD basis

```
! wB97M-V def2-TZVPD RIJCOSX def2/J DEFGRID3
* xyz 0 1
N 0.43 -0.33 -0.95
H -0.84 2.54 -1.68
C 1.65 -0.92 -0.47
H 1.69 -1.98 -0.59
C -0.67 1.55 -1.23
C 0.69 -0.29 0.47
H -0.37 -1.56 2.05
H -2.54 -0.39 1.61
C -1.61 -0.17 1.04
H 2.59 -0.37 -0.63
S -2.01 1.10 -0.14
N 0.39 0.91 -1.58
H 1.05 0.69 0.81
C -0.45 -0.78 1.29
*
```

Results
M: 126.2 g/mol
SMILES: C1=C[C@H]2CN2N=CS1
LUMO: 0.866 eV


*2*
Formula: C5H6N2S
Source: OMol25
Level of theory: the ωB97M-V functional and the def2-TZVPD basis

```
! wB97M-V def2-TZVPD RIJCOSX def2/J DEFGRID3
* xyz 0 1
N 0.83 -1.75 -0.06
H -1.66 -1.81 -0.40
H 2.66 0.18 0.32
S -3.37 0.00 0.08
C 0.64 1.71 -0.05
N -0.74 0.00 -0.04
H -1.60 2.21 -0.31
C -1.92 -0.70 -0.20
H 1.88 -1.82 -0.49
C -0.73 1.40 -0.17
H 1.07 2.65 0.38
H 0.88 -2.07 0.90
C 0.54 -0.50 -0.01
C 1.52 0.49 0.04
*
```

Results
M: 126.2 g/mol
SMILES: Nc1cccn1C=S
LUMO: -0.314 eV


Most stable: *2*. Least stable: *1*.


*1*
Formula: C5H6N2S
Source: OMol25
Level of theory: the ωB97M-V functional and the def2-TZVPD basis

```
! wB97M-V def2-TZVPD RIJCOSX def2/J DEFGRID3
* xyz 0 1
H 3.18 -0.40 0.60
H -1.76 -1.58 1.25
C -0.78 0.20 0.01
H 2.13 1.61 -0.18
C -1.04 1.54 0.07
N 0.60 0.09 -0.09
H 0.81 -1.91 -0.62
H -2.02 2.01 0.13
C 1.36 -1.11 -0.19
S -1.88 -1.16 -0.05
H 3.15 -2.17 0.01
C 2.63 -1.22 0.19
N 0.13 2.26 0.02
C 1.08 1.36 -0.08
*
```

Results
M: 126.2 g/mol
SMILES: C=Cn1cncc1S
LUMO: 0.633 eV


*2*
Formula: C5H6N2S
Source: OMol25
Level of theory: the ωB97M-V functional and the def2-TZVPD basis

```
! wB97M-V def2-TZVPD RIJCOSX def2/J DEFGRID3
* xyz 0 1
C 0.63 -0.76 -0.79
H -1.40 -0.22 1.33
N 0.49 0.75 -0.47
C -0.45 1.40 0.27
S -1.17 2.76 -0.13
H 1.63 -0.40 -2.51
N -0.01 -2.23 1.33
H -0.29 0.51 2.32
C 0.21 -1.60 0.40
H -1.85 1.38 1.97
H 0.93 1.27 -1.21
C -1.01 0.81 1.58
H 1.16 -2.41 -2.14
C 1.12 -1.27 -1.94
*
```

Results
M: 126.2 g/mol
SMILES: C=C(C#N)NC(C)=S
LUMO: -0.074 eV


*3*
Formula: C5H6N2S
Source: OMol25
Level of theory: the ωB97M-V functional and the def2-TZVPD basis

```
! wB97M-V def2-TZVPD RIJCOSX def2/J DEFGRID3
* xyz 0 1
N -1.03 -0.26 -1.51
H -0.42 -2.26 1.36
H 1.09 -1.57 2.20
C -2.09 0.65 -1.60
N -2.15 1.74 -0.98
C 1.81 0.17 0.36
C 0.66 -0.76 0.38
H 1.98 0.82 -0.59
H 2.75 -0.21 0.74
H 1.36 0.82 1.25
H -2.78 0.43 -2.42
C -0.24 -0.63 -0.67
C 0.44 -1.59 1.44
S -1.39 2.65 0.04
*
```

Results
M: 126.2 g/mol
LUMO (alpha / beta): -0.178 / -1.323 eV


Most stable: *1*. Least stable: *3*.


*1*
Formula: C5H16N3
Source: OMol25
Level of theory: the ωB97M-V functional and the def2-TZVPD basis

```
! wB97M-V def2-TZVPD RIJCOSX def2/J DEFGRID3
* xyz 1 1
H 3.45 0.07 -1.28
H -2.44 3.02 1.71
H -2.88 0.11 1.19
H -0.83 -0.61 -2.18
N 1.57 -2.23 -0.59
C 2.64 0.44 -0.58
C -1.20 0.67 2.46
N -0.47 -1.29 -1.48
H -0.07 0.44 2.44
H 2.96 -0.22 0.25
H -1.84 2.85 0.32
N 1.28 0.25 -1.00
H -1.33 0.54 0.24
H -1.11 -2.14 -1.35
H 1.32 -3.09 -0.85
C -2.51 2.24 0.85
C 0.82 -1.12 -1.09
H 0.64 0.99 -1.15
H -1.50 1.50 2.97
H 2.98 1.49 -0.17
H -3.47 2.16 0.32
C -2.00 0.83 1.05
H 2.40 -2.15 -0.04
H -1.38 -0.37 2.97
*
```

Results
M: 118.2 g/mol
LUMO: -3.481 eV


*2*
Formula: C5H16N3
Source: OMol25
Level of theory: the ωB97M-V functional and the def2-TZVPD basis

```
! wB97M-V def2-TZVPD RIJCOSX def2/J DEFGRID3
* xyz 1 1
H -2.13 -0.02 -0.01
H 1.36 0.72 2.66
N -0.54 0.37 -1.25
N 1.34 0.24 0.53
C -0.02 0.68 -2.62
H -1.77 -0.89 3.61
N -1.12 -0.16 3.33
H 0.37 -1.65 2.47
H 2.17 0.84 0.46
H 1.71 -0.67 0.63
H -2.53 0.48 -1.82
C 0.78 -0.56 -3.00
H 0.16 -1.44 -2.96
H -0.80 0.96 -3.25
C 0.67 0.50 1.84
C -1.80 0.25 -1.01
H -0.80 -1.00 1.41
C -0.19 -0.68 2.30
H 0.71 1.55 -2.45
H 1.19 -0.42 -4.01
H -0.59 0.07 4.15
H 1.65 -0.73 -2.29
H -0.08 1.29 1.73
H 0.26 0.29 -0.46
*
```

Results
M: 118.2 g/mol
LUMO: -3.892 eV


*3*
Formula: C5H16N3
Source: OMol25
Level of theory: the ωB97M-V functional and the def2-TZVPD basis

```
! wB97M-V def2-TZVPD RIJCOSX def2/J DEFGRID3
* xyz 1 1
H -1.18 2.37 -0.87
H -0.49 0.30 2.01
C -0.75 -1.72 0.83
H -0.37 -0.79 -2.40
H 0.50 -1.97 -1.71
H -2.35 1.12 -1.10
H 2.57 -1.30 -0.31
H 0.03 -1.87 1.61
C -0.29 -0.73 -0.24
N -0.32 -1.31 -1.53
N -0.67 0.57 0.02
H -0.88 2.02 1.52
H -0.87 -2.75 0.53
H 1.24 1.40 -0.10
C 1.90 -0.53 0.19
H 1.79 -0.76 1.22
H -1.69 -1.53 1.30
C -1.06 0.92 1.38
C -1.30 1.34 -1.07
H -0.95 1.18 -2.11
H 2.38 1.10 -1.16
H 2.84 1.40 0.47
H -2.18 0.67 1.61
N 2.10 0.86 -0.09
*
```

Results
M: 118.2 g/mol
LUMO: -3.348 eV


Most stable: *2*. Least stable: *3*.


*1*
Formula: C7H14
Source: OMol25
Level of theory: the ωB97M-V functional and the def2-TZVPD basis

```
! wB97M-V def2-TZVPD RIJCOSX def2/J DEFGRID3
* xyz 0 1
H -1.48 1.66 -1.29
H 2.44 -0.15 -0.58
C 0.62 -1.84 0.61
H -0.62 0.46 0.73
C -2.52 -0.42 0.20
C -1.05 -0.11 -0.11
C -0.95 0.70 -1.40
H -3.09 0.51 0.31
H -1.42 0.16 -2.23
H 2.58 2.67 0.69
C 2.23 1.86 0.04
H 1.41 2.11 -0.63
H -2.96 -0.98 -0.63
C 2.79 0.66 0.06
H 0.09 0.90 -1.67
C -0.32 -1.42 -0.22
H 0.99 -2.86 0.55
H -2.62 -1.01 1.11
H -0.67 -2.09 -1.01
H 1.04 -1.19 1.38
H 3.61 0.42 0.74
*
```

Results
M: 98.2 g/mol
SMILES: C=CC(C)C.C=C
LUMO: 1.186 eV


*2*
Formula: C7H14
Source: OMol25
Level of theory: the ωB97M-V functional and the def2-TZVPD basis

```
! wB97M-V def2-TZVPD RIJCOSX def2/J DEFGRID3
* xyz 0 1
H 2.38 0.69 -1.79
H 2.22 -1.92 -0.06
H -2.47 0.33 -1.00
H 1.17 -2.12 -1.55
H 0.09 1.87 1.34
H -2.13 -0.36 1.42
H -1.03 0.57 -2.03
H -0.52 -0.47 2.14
H 2.04 0.24 1.46
C 1.59 -1.43 -0.80
C 1.82 0.01 -1.18
H -0.13 2.32 -0.36
H 1.81 -0.10 2.08
C -1.44 0.01 -1.18
H -1.44 -1.06 -1.45
C -1.09 -0.63 1.22
C -0.53 1.70 0.45
C -0.55 0.22 0.06
H -1.05 -1.69 0.98
H -1.54 2.05 0.68
C 0.79 -0.22 -0.43
*
```

Results
M: 98.2 g/mol
SMILES: CC(C)(C)C1=CC1.[H][H]
LUMO: 0.981 eV


*3*
Formula: C7H14
Source: OMol25
Level of theory: the ωB97M-V functional and the def2-TZVPD basis

```
! wB97M-V def2-TZVPD RIJCOSX def2/J DEFGRID3
* xyz 0 1
H 1.07 1.77 -1.82
H -0.08 -2.51 0.34
H -1.06 -1.59 1.58
H 0.55 2.23 -2.07
H 0.68 1.75 0.76
H -2.54 0.26 0.90
H 2.81 0.63 0.62
H -0.77 1.16 1.57
C 2.65 -0.04 -0.22
H -0.99 -1.01 -1.46
C -2.42 0.03 -0.17
C 0.23 0.87 1.23
C 1.44 -0.53 -0.50
C -0.54 -1.56 0.62
H 0.82 0.63 2.12
C -1.11 -0.67 -0.43
C 0.19 -0.28 0.26
H 1.34 -1.21 -1.35
H -3.26 -0.62 -0.45
H -2.52 0.97 -0.73
H 3.52 -0.29 -0.81
*
```

Results
M: 98.2 g/mol
SMILES: C=C[C@]1(C)C[C@H]1C.[H][H]
LUMO: 1.102 eV


*4*
Formula: C7H14
Source: OMol25
Level of theory: the ωB97M-V functional and the def2-TZVPD basis

```
! wB97M-V def2-TZVPD RIJCOSX def2/J DEFGRID3
* xyz 0 1
H 0.05 1.92 -0.56
H 0.01 0.99 -2.05
H -0.16 -0.07 3.09
H -0.05 -1.70 -1.82
H -0.59 1.16 1.89
H -2.29 1.41 -1.62
H 1.51 -0.95 -2.17
C -1.78 0.80 -0.87
C 0.56 -0.19 -0.37
H 2.60 -0.41 0.53
H -1.53 -0.34 1.99
H 0.55 -1.65 1.26
H 1.37 -2.15 -0.87
C 0.86 -1.31 -1.36
H -2.15 1.12 0.11
C -0.26 0.95 -0.98
C 0.43 -0.58 1.08
H -2.08 -0.24 -1.01
C -0.52 0.08 2.06
H 1.78 1.17 0.92
C 1.66 0.14 0.61
*
```

Results
M: 98.2 g/mol
SMILES: CC[C@@]1(C)C[C@H]1C
LUMO: 1.125 eV


Most stable: *4*. Least stable: *2*.